# 1
Density functional theory data (wB97M-V/def2-TZVPD) for C2H8N6 in the gas phase.

Summary:
strongest force on any atom	3.1	eV Å⁻¹
energy above the lowest of the compared OMol25 structures with the same formula, charge and spin	1.7198	eV
SMILES	[H]/N=C(/NN)N/C=N\N
DFT total energy	-409.4734	Ha
Kohn-Sham gap	9.18	eV
E_LUMO	0.81	eV

Geometry as ORCA input:
```
! wB97M-V def2-TZVPD RIJCOSX def2/J DEFGRID3
* xyz 0 1
H -2.52 0.49 0.41
N -2.08 1.16 -0.22
C -0.88 0.81 -0.42
N -0.15 1.58 -1.32
N 1.23 1.35 -1.57
N -0.14 -0.26 0.12
C -0.49 -0.69 1.43
N 0.09 -1.71 1.93
N 0.87 -2.45 1.07
H -0.58 2.48 -1.52
H 1.79 1.99 -1.00
H 1.44 1.53 -2.59
H 0.83 -0.24 -0.17
H -1.10 -0.08 2.14
H 1.26 -3.31 1.46
H 0.43 -2.65 0.24
*
```

Atomic partial charges in e from the Mulliken method, atoms 1 to 2: H 0.24; N -0.71

# 2
Density functional theory data (wB97M-V/def2-TZVPD) for C2H8N6 in the gas phase.

Summary:
strongest force on any atom	9.4	eV Å⁻¹
energy above the lowest of the compared OMol25 structures with the same formula, charge and spin	3.4295	eV
SMILES	[H]/N=C(\N)N(N)/C(N)=N/[H]
DFT total energy	-409.4106	Ha
Kohn-Sham gap	9.17	eV
E_LUMO	0.84	eV

Geometry as ORCA input:
```
! wB97M-V def2-TZVPD RIJCOSX def2/J DEFGRID3
* xyz 0 1
H -3.05 -0.50 -0.07
N -2.18 -0.90 -0.07
C -1.30 0.07 -0.04
N -1.48 1.43 -0.13
N 0.10 -0.56 0.13
N 0.22 -1.93 -0.03
C 1.17 0.36 0.05
N 2.37 -0.34 -0.16
N 0.81 1.66 0.17
H 1.65 2.27 0.02
H -0.61 2.15 -0.13
H -2.50 1.83 0.19
H -0.79 -2.36 -0.40
H 0.33 -2.25 1.15
H 3.12 0.30 -0.57
H 2.14 -1.23 -0.11
*
```

Atomic partial charges in e from the Mulliken method, atoms 1 to 2: H 0.20; N -0.70

Question: What is the formula in the second record?
Answer: C2H8N6

Copy entry 1 word for word.
Density functional theory data (wB97M-V/def2-TZVPD) for C2H8N6 in the gas phase.

Summary:
strongest force on any atom	3.1	eV Å⁻¹
energy above the lowest of the compared OMol25 structures with the same formula, charge and spin	1.7198	eV
SMILES	[H]/N=C(/NN)N/C=N\N
DFT total energy	-409.4734	Ha
Kohn-Sham gap	9.18	eV
E_LUMO	0.81	eV

Geometry as ORCA input:
```
! wB97M-V def2-TZVPD RIJCOSX def2/J DEFGRID3
* xyz 0 1
H -2.52 0.49 0.41
N -2.08 1.16 -0.22
C -0.88 0.81 -0.42
N -0.15 1.58 -1.32
N 1.23 1.35 -1.57
N -0.14 -0.26 0.12
C -0.49 -0.69 1.43
N 0.09 -1.71 1.93
N 0.87 -2.45 1.07
H -0.58 2.48 -1.52
H 1.79 1.99 -1.00
H 1.44 1.53 -2.59
H 0.83 -0.24 -0.17
H -1.10 -0.08 2.14
H 1.26 -3.31 1.46
H 0.43 -2.65 0.24
*
```

Atomic partial charges in e from the Mulliken method, atoms 1 to 2: H 0.24; N -0.71

Question: DFT total energy of number 1 (C2H8N6)?
Answer: -409.4734 Ha